18
Properties=species:S:1:pos:R:3:mulliken_spin:R:1 method="wB97M-V/def2-TZVPD" e_homo_ev="-21.39 / -20.24" orbital_gap_ev="13.847 / 5.850" spin_multiplicity=2 total_charge=+2 relative_energy_kcal_mol=29.1
C -0.29715 0.09485 0.89199 0.040
O 0.06040 1.45928 0.91202 0.561
C 0.81148 -0.70407 0.21868 0.004
C 0.59339 -2.18297 -0.11511 0.003
N 1.12429 -0.04431 -1.13893 0.003
H -0.33703 -0.23961 1.95232 0.063
H -1.34386 -0.14665 0.61651 0.059
H -0.46583 1.94160 1.56550 -0.016
H 1.70497 -0.57637 0.83681 0.002
H 0.46781 -2.77832 0.78838 -0.001
H 1.54792 -2.59183 -0.41574 0.000
H -0.29012 -2.32786 -0.73133 0.001
H 0.29267 -0.12227 -1.73455 0.000
H 1.25955 0.96498 -1.05816 -0.001
H 1.89070 -0.53207 -1.61182 0.000
H -2.66474 2.02513 0.13353 -0.010
H -2.31696 3.34175 -0.62162 -0.008
O -2.03748 2.41876 -0.48849 0.300

=====

17
Properties=species:S:1:pos:R:3:nbo_charge:R:1 method="wB97M-V/def2-TZVPD" e_homo_ev="-7.15 / -7.26" orbital_gap_ev="7.215 / 7.558" relative_energy_kcal_mol=64.5
C 0.47851 0.81608 0.10028 -0.118
C -1.45154 1.16121 -1.07103 -0.127
C -0.75571 -2.62913 0.21226 -0.254
C 1.74598 1.56055 0.39105 -0.641
N -0.63366 1.57197 -0.12074 -0.390
C 0.46725 -0.61384 0.28597 0.715
O -0.75889 -1.20838 0.13738 -0.543
O 1.46495 -1.27820 0.50519 -0.649
H -0.79213 2.41552 0.41948 0.403
H -2.46960 1.50749 -1.15188 0.177
H -1.21725 0.40348 -1.79549 0.208
H -0.41983 -2.96009 1.19860 0.190
H -0.09197 -3.05867 -0.54354 0.189
H -1.78329 -2.94055 0.03084 0.186
H 2.56034 0.85441 0.52855 0.257
H 1.64658 2.16174 1.29892 0.195
H 2.01027 2.23642 -0.42584 0.201

=====

13
Properties=species:S:1:pos:R:3:nbo_charge:R:1 method="wB97M-V/def2-TZVPD" e_homo_ev=-8.52 orbital_gap_ev=8.161 relative_energy_kcal_mol=105.6 smiles="CC(=C=CN)N=O"
C 1.27916 1.09589 1.53018 -0.643
C 0.83809 0.08430 0.50780 -0.035
C -0.37264 -0.12640 0.04470 0.015
C -1.46080 -0.60135 -0.51691 -0.039
N -2.04935 -0.17455 -1.70574 -0.797
N 1.94385 -0.78022 0.05531 0.126
O 1.67995 -1.50875 -0.86668 -0.285
H 2.36669 1.20957 1.48508 0.228
H 0.81296 2.06942 1.35908 0.227
H 1.02099 0.77133 2.54445 0.224
H -2.03261 -1.35028 0.02988 0.217
H -2.60962 -0.88904 -2.14891 0.380
H -1.39750 0.23650 -2.36115 0.381

=====

21
Properties=species:S:1:pos:R:3:nbo_charge:R:1 method="wB97M-V/def2-TZVPD" e_homo_ev=-8.32 orbital_gap_ev=8.908 relative_energy_kcal_mol=24.9
C 0.03985 1.74391 -0.17025 -0.138
C -0.15089 0.74612 -1.11248 -0.229
C -0.85275 1.89039 0.88141 -0.243
C -1.23211 -0.11165 -1.00556 -0.163
C -1.93339 1.03760 0.99319 -0.153
C -2.12514 0.02803 0.05209 -0.192
C -3.31085 -0.85036 0.19447 0.780
C 1.98986 -0.98059 -0.19518 -0.110
N 2.81456 -0.26606 0.53373 -0.775
O -3.28892 -1.91551 -0.62359 -0.688
O -4.22731 -0.64528 0.95381 -0.594
S 1.06519 -2.13271 0.70524 -0.001
H 0.88294 2.41419 -0.25700 0.201
H 0.54238 0.63102 -1.93162 0.232
H -0.70812 2.67152 1.61193 0.214
H -1.39075 -0.88391 -1.74257 0.228
H -2.64436 1.13266 1.79940 0.235
H 3.39087 0.41332 0.06146 0.393
H 2.94146 -0.32898 1.54211 0.360
H -4.09096 -2.44622 -0.49074 0.501
H 0.42299 -2.60693 -0.36330 0.142

=====

6
Properties=species:S:1:pos:R:3:nbo_charge:R:1 method="wB97M-V/def2-TZVPD" e_homo_ev=-10.83 orbital_gap_ev=9.766 relative_energy_kcal_mol=82.4
C 0.71602 -1.69307 0.54863 0.037
C 0.20475 1.33515 -0.35996 0.360
N 1.42452 -2.13527 -0.22600 -0.247
F -0.65072 1.07579 -1.36350 -0.357
Cl -0.91973 2.25891 0.63503 -0.076
Br -0.77483 -0.84151 0.76580 0.283

=====

93
Properties=species:S:1:pos:R:3:lowdin_charge:R:1 method="wB97M-V/def2-TZVPD" e_homo_ev=-14.46 orbital_gap_ev=6.622 total_charge=+3
Lu 0.48336 -1.40639 -0.38918 1.636
N 4.81705 -2.42051 -0.54541 0.161
C 4.74817 -2.82618 0.77249 -0.014
C 3.47241 -2.58859 1.16566 -0.084
N 2.77127 -2.03761 0.11102 -0.021
C 3.61586 -1.94858 -0.90233 -0.281
C 3.16475 -1.40653 -2.17279 -0.268
N 1.88578 -1.13282 -2.34177 -0.021
C 1.76079 -0.59383 -3.60672 -0.104
C 2.98320 -0.55500 -4.19404 -0.015
N 3.86404 -1.06607 -3.26440 0.162
H 5.64668 -2.46959 -1.11711 0.181
H 5.59385 -3.24040 1.29710 0.141
H 3.02337 -2.76887 2.12782 0.121
H 0.80862 -0.28002 -4.00731 0.106
H 3.30077 -0.20385 -5.16324 0.142
H 4.85625 -1.16855 -3.40981 0.180
O -0.01106 -1.06305 1.90545 -0.243
C -0.39552 -2.15734 2.80102 -0.178
C -1.82158 -2.58628 2.54275 -0.133
C -2.06964 -2.97032 1.08225 -0.128
C -1.16119 -4.07696 0.63769 -0.288
C -1.48857 -5.40636 0.84023 0.024
C -0.58483 -6.39197 0.48209 0.007
C 0.62968 -6.02302 -0.08520 -0.016
C 0.88720 -4.68573 -0.26378 -0.124
N 0.01680 -3.72181 0.09342 -0.052
H -0.41359 -0.24108 2.25583 0.043
H -0.26693 -1.81268 3.82224 0.128
H 0.31511 -2.95976 2.62222 0.115
H -2.50568 -1.78289 2.82471 0.115
H -2.03968 -3.43954 3.19120 0.143
H -1.92467 -2.08447 0.45801 0.080
H -3.11208 -3.25258 0.94596 0.139
H -2.45008 -5.66140 1.27171 0.139
H -0.82273 -7.43683 0.63999 0.134
H 1.36043 -6.76087 -0.38441 0.126
H 1.81609 -4.35833 -0.71312 0.104
C -0.96490 2.50814 0.25324 -0.472
P -0.30058 1.19285 -0.84527 0.929
C 1.48269 1.58506 -0.94350 -0.408
C 2.27642 1.11761 0.10756 -0.186
C 3.64262 1.36970 0.13962 -0.062
C 4.22941 2.07687 -0.89798 -0.046
C 3.44991 2.52770 -1.96232 -0.042
C 2.08505 2.28264 -1.98966 -0.076
C -1.08687 1.55413 -2.43701 -0.389
C -1.06434 2.84115 -2.98423 -0.089
C -1.74523 3.11029 -4.16073 -0.036
C -2.46950 2.10696 -4.79601 -0.036
C -2.52340 0.83465 -4.24686 -0.070
C -1.83555 0.56123 -3.07092 -0.130
P -0.38437 2.50541 2.02603 1.039
C -1.71496 1.61033 2.91705 -0.434
C -1.32225 0.90178 4.05834 -0.153
C -2.26410 0.28426 4.88064 -0.072
C -3.60948 0.35529 4.55433 -0.057
C -4.01454 1.06212 3.42251 -0.050
C -3.07832 1.69429 2.61799 -0.074
C -0.73313 4.25042 2.46611 -0.378
C -0.37117 5.30068 1.62353 -0.108
C -0.58959 6.61741 2.00557 -0.064
C -1.15501 6.90007 3.24068 -0.056
C -1.48561 5.86198 4.10026 -0.055
C -1.27379 4.54450 3.71856 -0.087
H -2.05075 2.49796 0.16445 0.057
H -0.60332 3.43175 -0.19315 0.030
H 1.82235 0.62411 0.96542 0.059
H 4.23753 1.04052 0.98448 0.122
H 5.28964 2.29803 -0.87050 0.121
H 3.90771 3.08784 -2.76966 0.123
H 1.49989 2.63819 -2.82646 0.101
H -0.53101 3.64616 -2.49204 0.110
H -1.72441 4.11014 -4.57578 0.124
H -3.00798 2.32569 -5.70961 0.124
H -3.11625 0.06281 -4.72379 0.105
H -1.91528 -0.42208 -2.62622 0.059
H -0.27357 0.90154 4.35103 0.113
H -1.94890 -0.22313 5.78520 0.120
H -4.34848 -0.11484 5.19175 0.120
H -5.06881 1.14674 3.18809 0.119
H -3.42507 2.29493 1.78440 0.108
H 0.10979 5.11582 0.66854 0.092
H -0.31009 7.42360 1.33912 0.114
H -1.33146 7.92661 3.53467 0.117
H -1.91061 6.07610 5.07295 0.117
H -1.54040 3.74908 4.40448 0.102
Cl -3.09170 -3.96960 -4.46886 0.705
C -1.41582 -3.53492 -4.66000 -1.651
Cl -0.41801 -4.93860 -4.98182 0.691
Cl -1.21239 -2.31094 -5.90402 0.683
C -0.95176 -2.94852 -3.37700 -0.317
N -0.60398 -2.50586 -2.38338 0.137

=====

Listing calculated total energy for the structures above in their given order: -8869.54450, -10913.77838, -9268.92226, -24861.23516, -88841.55727, -143885.03660 eV.